Formula: C18H20BF23IO6S2
Source: OMol25
Level of theory: ωB97M-V/def2-TZVPD

- 2S+1: 1
- Total charge: -1
- HOMO level: -6.074 eV

Geometry as XYZ:
```
71
C18H20BF23IO6S2 (ωB97M-V/def2-TZVPD)
C 0.61 0.93 5.01
C 0.98 -0.01 3.83
C 0.69 -1.47 4.23
C 0.15 0.44 2.60
B 0.90 0.51 1.19
I 2.14 -1.35 0.84
S 2.06 2.05 1.18
C 3.77 1.59 0.99
O 1.99 2.69 2.49
O 1.76 2.93 0.05
S -0.51 0.55 -0.14
O -0.74 -0.78 -0.67
O -1.68 1.21 0.43
C -0.21 1.56 -1.70
F -0.27 2.88 -1.45
F -1.29 1.27 -2.48
C 1.05 1.20 -2.56
F 2.09 0.80 -1.81
F 0.72 0.18 -3.40
C 1.54 2.37 -3.46
F 2.08 3.36 -2.78
F 0.55 2.84 -4.23
F 2.49 1.87 -4.28
H 0.99 0.54 5.95
H -0.48 1.00 5.09
H 1.02 1.93 4.82
H 2.05 0.14 3.66
H -0.28 -1.80 3.86
H 0.67 -1.57 5.32
H 1.45 -2.16 3.85
H -0.72 -0.22 2.52
H -0.27 1.44 2.81
H 4.11 1.00 1.83
H 3.95 1.12 0.03
H 4.26 2.57 1.01
C 2.83 -3.18 -4.62
C 3.26 -2.61 -3.25
C 4.17 -1.38 -3.24
F 5.37 -1.67 -3.80
F 4.38 -1.01 -1.96
F 3.81 -3.59 -2.50
F 2.11 -2.22 -2.65
O 3.53 -4.31 -5.12
C 4.64 -4.22 -5.92
C 5.85 -4.90 -5.28
F 6.17 -4.32 -4.11
F 6.91 -4.79 -6.12
F 4.92 -2.96 -6.28
F 4.38 -4.91 -7.06
H 1.83 -3.56 -4.45
H 2.75 -2.39 -5.37
H 3.72 -0.54 -3.77
H 5.63 -5.96 -5.11
C -5.83 2.82 2.53
C -4.69 1.83 2.84
C -4.34 0.78 1.78
F -5.39 -0.06 1.57
F -3.32 0.04 2.23
F -4.93 1.23 4.03
F -3.58 2.59 2.97
O -7.11 2.56 3.09
C -8.07 1.82 2.45
C -8.48 0.60 3.28
F -7.43 -0.22 3.47
F -9.44 -0.08 2.61
F -7.73 1.48 1.20
F -9.18 2.60 2.37
H -5.52 3.74 3.01
H -5.89 3.03 1.46
H -4.05 1.25 0.83
H -8.86 0.92 4.25
```